Entry 1:
{
  "formula": "C32H45GeLiN4O4Se2",
  "method": "the ωB97M-V functional and the def2-TZVPD basis",
  "gap_ev": [5.711, 4.817],
  "homo_ev": [-3.52, -3.46],
  "total_charge": -1,
  "spin_multiplicity": 2,
  "elements": ["Li", "O", "C", "C", "C", "O", "C", "Se", "C", "Se", "H", "H", "H", "H", "H", "H", "H", "H", "H", "H", "C", "O", "C", "C", "O", "C", "H", "H", "H", "H", "H", "H", "H", "H", "H", "H", "C", "C", "C", "C", "N", "C", "N", "N", "N", "H", "H", "H", "H", "H", "H", "H", "H", "H", "H", "C", "C", "C", "C", "C", "C", "Ge", "C", "C", "C", "C", "C", "C", "C", "C", "C", "C", "C", "C", "H", "H", "H", "H", "H", "H", "H", "H", "H", "H", "H", "H", "H", "H", "H"],
  "coordinates": [[1.081250, 0.189502, 0.658010], [-3.511106, -0.327370, 3.151337], [-2.841240, -1.278451, 2.313231], [-3.035335, -1.014148, 0.812482], [-4.509602, -1.321384, 0.455586], [-5.471298, -0.589406, 1.200823], [-2.777918, 0.456489, 0.467345], [-1.228204, 1.272019, 1.384939], [-2.179607, -1.946308, -0.073218], [-0.437602, -2.637713, 0.547715], [-3.040757, 0.513771, 3.006704], [-3.243133, -2.264458, 2.563027], [-1.775569, -1.278369, 2.535930], [-4.667573, -2.402171, 0.589217], [-4.685137, -1.087623, -0.600875], [-5.102131, -0.458254, 2.087639], [-3.636413, 1.071386, 0.734388], [-2.624465, 0.545876, -0.609545], [-1.958092, -1.431847, -1.004291], [-2.750912, -2.842094, -0.324559], [2.515203, -2.232839, -0.628956], [2.488575, -0.927238, -0.076297], [3.693312, -0.215060, -0.258723], [3.548366, 1.167344, 0.360399], [2.268328, 1.688147, 0.022294], [2.182717, 3.100858, 0.071363], [3.298564, -2.835713, -0.155549], [2.700514, -2.193583, -1.708596], [1.538596, -2.676758, -0.425648], [3.908283, -0.127300, -1.326051], [4.529524, -0.735623, 0.226346], [4.345913, 1.810034, -0.030955], [3.636684, 1.107426, 1.449038], [2.589905, 3.490689, 1.008871], [1.127413, 3.356648, -0.000264], [2.719805, 3.546845, -0.773773], [0.316321, -0.125582, 7.090939], [-0.293940, -1.339775, 6.393223], [-1.499593, -0.937448, 5.543779], [0.750557, -2.083364, 5.545831], [1.315535, -1.260137, 4.500265], [0.902014, -1.111154, 3.237113], [1.702577, -0.255497, 2.653096], [2.616657, 0.111189, 3.572118], [2.398736, -0.484320, 4.685045], [-0.425347, 0.348287, 7.735272], [0.649624, 0.611110, 6.359992], [1.175356, -0.410183, 7.701730], [-0.618589, -2.055067, 7.156244], [-1.216449, -0.221254, 4.769036], [-2.260729, -0.467858, 6.167360], [-1.948467, -1.804394, 5.055661], [0.286352, -2.946054, 5.068327], [1.578230, -2.416595, 6.172503], [0.074702, -1.638243, 2.760691], [-0.724589, 5.183211, -2.999442], [-1.392431, 4.416477, -2.053797], [-1.036883, 3.090069, -1.862811], [-0.039466, 2.489543, -2.632847], [0.614576, 3.269204, -3.584984], [0.278140, 4.604841, -3.765266], [0.440428, 0.589595, -2.227980], [1.938265, 0.210163, -3.510792], [1.955317, -0.907018, -4.344226], [3.057827, -1.200989, -5.134965], [4.169029, -0.370062, -5.123750], [4.170794, 0.752965, -4.307716], [3.073826, 1.024038, -3.503137], [-1.068853, -0.502609, -2.933925], [-2.256983, 0.068612, -3.382694], [-3.313890, -0.732218, -3.792546], [-3.196332, -2.114311, -3.763944], [-2.026279, -2.697055, -3.295263], [-0.980971, -1.893764, -2.868111], [-0.984593, 6.225607, -3.139235], [-2.173879, 4.857671, -1.447385], [-1.531379, 2.511431, -1.088447], [1.384090, 2.830628, -4.208964], [0.808881, 5.201801, -4.498161], [1.085828, -1.551229, -4.390423], [3.048975, -2.084681, -5.761811], [5.023926, -0.589599, -5.751356], [5.032962, 1.409671, -4.291063], [3.097653, 1.897053, -2.857079], [-2.356581, 1.147961, -3.410394], [-4.238235, -0.274985, -4.125307], [-4.018909, -2.737945, -4.091893], [-1.941736, -3.774505, -3.229064], [-0.098931, -2.356554, -2.438827]],
  "atomic_forces_ev_per_a": [[-0.6, -0.2, 0.4], [-0.1, 0.0, -0.1], [0.1, -0.1, -0.2], [-0.3, 0.0, 0.0], [0.1, -0.1, -0.1], [-0.1, 0.0, 0.0], [0.3, 0.2, 0.2], [0.3, 0.2, -0.1], [0.0, -0.2, 0.3], [-0.6, 0.1, 0.2], [0.1, 0.0, 0.0], [0.0, 0.0, 0.1], [-0.1, 0.0, -0.1], [0.0, 0.0, 0.0], [0.0, 0.0, 0.0], [0.1, 0.1, 0.0], [0.0, -0.1, 0.0], [-0.1, 0.0, 0.0], [-0.4, 0.0, 0.4], [-0.1, 0.1, 0.0], [0.4, -0.2, -0.1], [0.4, 0.0, -0.1], [-0.1, 0.1, 0.0], [0.1, -0.2, 0.1], [0.3, -0.1, -0.1], [-0.1, 0.1, 0.0], [0.1, 0.1, 0.0], [0.0, 0.1, 0.0], [0.3, 0.1, -0.3], [0.0, -0.1, -0.1], [0.0, 0.0, 0.0], [0.0, 0.0, 0.0], [0.0, 0.1, 0.0], [0.0, -0.1, 0.0], [0.0, 0.0, 0.0], [0.0, 0.0, 0.0], [0.0, -0.1, 0.0], [0.0, 0.2, -0.2], [0.1, -0.1, 0.2], [-0.2, 0.1, 0.5], [0.2, 0.1, -0.4], [-0.1, 0.0, 0.3], [0.1, 0.2, -0.1], [-0.1, -0.1, 0.0], [0.0, -0.1, 0.2], [0.0, 0.0, 0.0], [0.0, 0.0, 0.0], [0.0, 0.0, 0.0], [0.0, 0.0, 0.0], [-0.1, 0.0, 0.0], [0.0, 0.0, -0.1], [0.0, 0.1, 0.0], [0.1, 0.0, 0.0], [0.0, 0.0, -0.1], [0.3, 0.1, 0.0], [0.0, 0.0, 0.0], [0.0, 0.1, 0.0], [-0.2, -0.1, 0.0], [0.2, -0.2, 0.5], [0.0, -0.1, -0.1], [0.0, 0.1, 0.0], [-0.6, 0.2, -1.4], [0.1, 0.0, 0.6], [-0.2, 0.0, 0.0], [0.0, 0.0, -0.1], [0.0, 0.0, 0.0], [0.0, 0.0, 0.0], [0.0, 0.1, 0.1], [0.3, 0.1, 0.3], [0.1, 0.1, 0.0], [-0.1, 0.0, 0.0], [0.1, 0.0, 0.0], [0.0, 0.0, -0.1], [0.2, -0.1, -0.5], [0.0, 0.0, 0.0], [0.0, 0.0, 0.0], [0.0, 0.1, 0.0], [0.0, 0.0, 0.0], [0.0, 0.0, 0.0], [0.0, 0.0, 0.0], [0.0, 0.0, 0.0], [0.0, 0.0, 0.0], [0.0, 0.0, 0.0], [0.0, 0.0, 0.0], [0.0, 0.0, 0.0], [0.0, 0.0, 0.0], [0.0, 0.0, 0.0], [0.0, 0.0, 0.0], [-0.1, 0.0, 0.0]]
}


Entry 2:
{
  "formula": "C32H45IN7O5PSTl",
  "method": "the ωB97M-V functional and the def2-TZVPD basis",
  "gap_ev": 7.814,
  "homo_ev": -10.43,
  "total_charge": 1,
  "spin_multiplicity": 1,
  "elements": ["Tl", "C", "C", "N", "N", "C", "O", "C", "C", "C", "C", "C", "C", "C", "C", "C", "C", "C", "N", "H", "H", "H", "H", "H", "H", "H", "H", "H", "H", "H", "H", "I", "C", "C", "C", "C", "C", "C", "C", "O", "O", "H", "H", "H", "H", "C", "N", "C", "P", "O", "N", "C", "C", "N", "C", "C", "H", "H", "H", "H", "H", "H", "H", "H", "H", "H", "H", "H", "H", "H", "H", "H", "H", "H", "C", "S", "C", "O", "H", "H", "H", "H", "H", "H", "C", "C", "C", "N", "H", "H", "H", "H", "H"],
  "coordinates": [[0.854334, 0.684498, -0.211503], [3.536445, -2.109982, -2.693048], [2.638501, -1.033119, -2.177848], [2.264714, -0.937204, -0.956676], [2.712523, -1.806746, -0.011672], [2.808726, -1.157362, 1.149997], [2.564759, 0.069321, 1.317952], [3.237350, -1.979117, 2.317517], [3.204067, -3.369942, 2.267569], [3.566215, -4.113482, 3.380024], [3.974909, -3.471190, 4.540623], [4.022741, -2.084796, 4.588197], [3.651550, -1.340296, 3.480455], [2.268508, 0.103495, -3.062726], [2.445879, 0.068063, -4.440255], [2.235580, 1.230582, -5.162178], [1.880743, 2.391330, -4.491544], [1.699689, 2.331992, -3.119121], [1.876318, 1.213307, -2.429974], [3.829621, -2.762713, -1.877044], [4.425184, -1.678285, -3.154667], [3.024085, -2.699698, -3.455306], [2.901875, -3.857516, 1.352705], [3.536528, -5.192506, 3.340517], [4.266486, -4.051585, 5.404414], [4.353122, -1.585693, 5.487816], [3.668399, -0.260348, 3.501288], [2.757285, -0.842141, -4.930162], [2.367560, 1.234638, -6.234893], [1.754784, 3.326712, -5.015519], [1.421765, 3.200314, -2.540216], [0.722856, 8.306630, 4.505295], [0.742259, 6.546070, 3.398269], [1.924880, 6.119834, 2.808156], [1.930458, 4.958545, 2.054821], [0.764930, 4.216507, 1.913860], [-0.411087, 4.641406, 2.520407], [-0.429372, 5.813887, 3.256439], [0.778390, 2.972331, 1.113592], [-0.065446, 2.052949, 1.357020], [1.620640, 2.816103, 0.190942], [2.832485, 6.691467, 2.932211], [2.837163, 4.619542, 1.575749], [-1.308947, 4.049951, 2.414001], [-1.343245, 6.152143, 3.721524], [-3.158067, 0.364656, 0.618131], [-3.167937, -0.979091, 0.064965], [-4.482467, -1.599110, 0.071358], [-1.933187, -1.541851, -0.861551], [-0.903183, -0.458539, -1.062074], [-1.311783, -2.920167, -0.232740], [-2.090823, -3.829445, 0.585962], [-0.078715, -3.493519, -0.739540], [-2.677474, -1.935557, -2.301075], [-3.283720, -0.825830, -3.021646], [-2.103501, -2.924469, -3.199105], [-3.516804, 0.344601, 1.649587], [-3.830535, 1.011011, 0.042766], [-2.159462, 0.783461, 0.614820], [-4.774721, -1.877121, 1.087837], [-4.496336, -2.486272, -0.556395], [-5.229183, -0.898275, -0.315807], [-2.793850, -3.281380, 1.206088], [-1.411086, -4.366844, 1.250035], [-2.638682, -4.567311, -0.009783], [0.393437, -2.808664, -1.438171], [-0.268735, -4.441900, -1.252541], [0.615780, -3.664507, 0.082336], [-3.687939, -0.097406, -2.320905], [-4.100227, -1.194037, -3.645608], [-2.552982, -0.321568, -3.661909], [-1.768433, -3.794883, -2.642790], [-1.262709, -2.523134, -3.777182], [-2.871749, -3.253893, -3.901620], [-0.060603, -2.318717, 3.710378], [0.261641, -0.671846, 3.098533], [-1.072786, 0.184933, 3.919687], [-0.125831, -0.742024, 1.636440], [0.194119, -2.362021, 4.766899], [0.595156, -2.985280, 3.154855], [-1.104227, -2.577293, 3.544497], [-0.883503, 0.143712, 4.990791], [-2.023576, -0.285010, 3.677480], [-1.055966, 1.214439, 3.573245], [-3.237171, 2.907503, -3.919297], [-2.504355, 3.701296, -2.838966], [-1.559305, 2.871126, -2.094073], [-0.814995, 2.214800, -1.522535], [-3.887607, 3.574943, -4.479869], [-3.847339, 2.123018, -3.477424], [-2.533808, 2.448921, -4.611572], [-3.202946, 4.131343, -2.118123], [-1.938046, 4.529292, -3.271361]],
  "atomic_forces_ev_per_a": [[0.4, -0.2, 0.4], [0.0, 0.0, 0.1], [-0.1, 0.1, 0.2], [0.2, -0.5, -0.3], [-0.1, 0.3, 0.0], [0.0, -0.3, 0.0], [0.0, 0.2, 0.0], [0.0, 0.0, -0.1], [0.1, 0.0, 0.0], [0.0, 0.0, 0.0], [0.0, 0.0, 0.0], [0.0, 0.0, 0.0], [-0.1, 0.0, 0.0], [0.0, 0.0, 0.1], [0.0, 0.0, 0.2], [0.0, 0.1, 0.0], [0.0, -0.1, 0.0], [0.0, 0.0, -0.1], [-0.2, -0.1, -0.2], [0.0, 0.0, 0.0], [0.0, 0.0, 0.0], [0.0, 0.0, 0.0], [0.0, 0.0, -0.1], [0.0, -0.1, 0.0], [0.0, 0.0, 0.0], [0.0, 0.0, 0.0], [0.0, 0.1, 0.0], [0.0, 0.0, 0.0], [0.0, 0.0, 0.0], [0.0, 0.0, 0.0], [0.0, 0.1, 0.0], [0.0, 0.1, 0.0], [0.0, 0.0, 0.0], [0.0, 0.0, 0.0], [0.0, 0.1, 0.0], [-0.1, 0.0, 0.0], [0.1, 0.0, 0.1], [0.0, 0.0, 0.0], [0.0, -0.1, -0.2], [-0.1, 0.1, 0.1], [0.1, 0.2, 0.1], [0.0, 0.0, 0.0], [0.0, 0.0, 0.0], [0.0, 0.0, 0.0], [0.0, 0.0, 0.0], [0.0, 0.0, 0.2], [0.1, -0.1, -0.1], [-0.1, 0.0, 0.0], [-0.1, 0.3, -0.1], [0.1, -0.4, -0.2], [-0.2, 0.0, -0.1], [0.0, 0.0, 0.1], [0.1, 0.0, 0.0], [0.1, 0.0, 0.1], [0.0, 0.0, 0.0], [0.0, -0.1, 0.0], [0.0, 0.0, 0.0], [0.0, 0.1, 0.0], [0.1, 0.0, 0.0], [0.0, 0.0, 0.0], [0.0, 0.0, 0.0], [0.0, 0.0, 0.0], [-0.1, 0.0, 0.0], [0.0, 0.0, 0.0], [0.0, 0.0, 0.0], [0.1, 0.0, 0.0], [0.0, 0.0, 0.0], [0.1, 0.0, 0.0], [0.0, 0.0, 0.0], [0.0, 0.0, 0.0], [0.0, 0.1, 0.0], [0.0, 0.0, 0.0], [0.0, 0.0, 0.0], [0.0, 0.0, 0.0], [0.0, 0.0, 0.0], [0.1, 0.2, -0.2], [-0.1, -0.1, 0.0], [-0.2, -0.2, 0.0], [0.0, 0.0, 0.1], [0.1, 0.0, 0.0], [-0.1, 0.0, 0.0], [0.0, 0.0, 0.1], [-0.1, -0.1, 0.0], [0.1, 0.0, -0.1], [0.0, 0.0, 0.0], [0.0, 0.0, 0.1], [-0.1, 0.0, 0.0], [-0.1, 0.2, 0.0], [0.0, 0.0, 0.0], [0.0, 0.0, 0.0], [0.0, 0.0, 0.0], [0.0, 0.0, 0.0], [0.0, 0.0, 0.0]]
}


Across the entries above, energy relative to the best compared isomer or geometry (same formula, charge and spin) takes the values 3.7 19.3 kcal/mol, respectively.